Record 1
# C5H14N2

The molecule C5H14N2 in a non-equilibrium geometry (ωB97M-V/def2-TZVPD, the OMol25 dataset).

The geometry in XYZ format:
```
21
Properties=species:S:1:pos:R:3:forces:R:3:mulliken_charge:R:1
H -0.16062 0.83630 -1.69847 0.02 1.42 -0.03 0.19
H -2.62762 -0.19340 0.38917 -0.04 0.12 0.28 0.36
H -2.78392 1.52224 0.28772 0.24 0.18 0.21 0.33
C -2.05671 0.71810 0.15452 -1.91 -0.84 0.31 -1.22
C 0.20346 -0.29320 0.65450 1.24 0.56 -0.77 0.78
H -0.19539 -1.13931 0.08906 -0.64 -0.21 0.47 0.15
H -1.99632 0.57630 -0.92272 1.02 0.44 -0.10 0.30
H 2.10763 -0.10086 -0.18940 0.06 -0.30 0.17 0.26
H 0.87685 -0.84010 -3.31594 -0.43 -0.09 -0.24 0.18
H -1.12325 0.39950 2.07703 -0.43 0.77 0.14 0.34
C 0.84510 0.46927 -1.62473 0.08 -2.07 -0.37 -0.41
H 1.66784 0.99617 -2.09664 -0.48 0.60 -0.34 0.38
C -0.85644 0.75064 1.08109 0.70 -1.07 -1.36 -0.64
H 0.05319 -1.41413 -1.92390 -0.72 -0.62 -0.41 0.15
H 1.84161 -1.34463 1.66905 0.26 -0.14 -0.43 0.48
H 1.26403 0.06384 2.50003 -0.05 0.17 -0.13 0.36
H -0.32908 1.70548 1.04765 -0.19 0.00 0.47 0.37
N 0.76411 -0.85198 -2.32271 1.56 0.71 0.94 -0.52
C 0.94609 -0.77265 1.87406 0.32 -0.18 0.74 -1.80
N 1.20012 0.33181 -0.24550 -0.15 0.62 0.42 -0.46
H 0.35931 -1.41937 2.51614 -0.45 -0.06 0.03 0.41
```
Forces are in eV/Å.

Summary:
- Structure (SMILES): CC[C@H](C)NCN
- HOMO-LUMO gap: 9.77 eV
- Energy above the lowest of the compared OMol25 structures with the same formula, charge and spin: 1.146 eV
- LUMO level: 1.2 eV
- E_HOMO: -0.31598 Ha

Record 2
# C40H56BN9O8RuS

A structure of composition C40H56BN9O8RuS (ωB97M-V/def2-TZVPD, the OMol25 dataset).

The geometry in XYZ format:
```
116
Properties=species:S:1:pos:R:3:forces:R:3:mulliken_spin:R:1
C 0.06835 -3.50035 6.59453 0.01 0.00 0.00 0.00
C -0.58916 1.74370 -5.31659 -0.01 0.01 0.01 0.00
H -2.98418 -3.43050 -1.04305 0.01 0.01 0.00 0.00
C -0.81011 3.14442 -4.73713 -0.02 -0.04 0.00 0.00
N 1.22793 -0.13920 -2.72380 0.35 -0.19 0.08 -0.01
N -1.58966 -0.55125 -1.61245 0.18 0.18 -0.15 0.01
Ru 1.16368 -0.55843 -0.65594 0.29 0.21 -0.09 0.87
B -1.12332 0.79176 -2.25081 -0.15 -0.04 0.08 0.00
N 0.09555 0.49410 -3.18684 0.12 0.15 0.02 -0.01
C 1.10659 2.56585 -0.06982 0.03 -0.07 -0.04 -0.01
C -0.41981 -5.43070 5.21781 0.00 0.01 -0.03 0.00
H -0.65303 -4.24880 1.27183 -0.01 -0.01 0.02 0.00
C -0.50296 -4.69666 0.28944 0.01 0.02 0.03 0.00
N -0.60422 1.71676 -1.13171 0.02 0.03 0.11 0.01
H 0.21170 -5.51352 0.39360 -0.01 0.01 0.00 0.00
H 3.36459 1.52272 -1.17277 -0.02 -0.01 -0.01 0.02
H -0.85091 -6.14715 8.49394 0.00 0.00 0.00 0.00
C 2.13869 -0.13500 -3.70535 -0.13 0.03 0.05 -0.01
C -3.11420 3.58778 0.12005 -0.04 -0.04 -0.02 0.00
C -1.91226 1.06819 -5.68144 0.04 -0.02 -0.04 0.00
C 3.81711 -1.68349 -2.54708 0.03 0.04 -0.03 0.02
N -0.54389 -1.29336 -1.19320 -0.39 -0.20 0.02 0.05
C -4.38596 -0.59309 -3.34529 0.05 -0.02 0.00 0.00
N 1.74791 2.03637 5.81574 -0.01 -0.18 0.17 0.00
O 1.03753 -1.91151 4.33940 -0.01 -0.07 -0.14 0.00
H -2.66072 4.21167 0.89269 0.00 0.01 -0.01 0.00
H -1.34370 3.08316 -3.78748 0.03 0.07 -0.07 0.00
H -0.02090 1.85313 -6.24266 0.01 0.04 -0.01 0.00
H 0.13702 3.65836 -4.56762 0.00 0.00 0.01 0.00
H -1.01607 -7.20161 6.26704 0.00 0.01 0.00 0.00
C 3.52766 -0.71848 -3.68491 0.05 0.00 0.02 0.00
H -1.99088 -3.51931 3.44718 -0.01 0.02 0.02 0.00
H 2.07940 0.70640 -5.75103 -0.01 0.00 0.01 0.00
H 4.38897 1.06122 -4.59561 0.01 0.01 0.01 0.00
N -1.56896 0.52435 2.55326 -0.02 -0.30 0.04 0.00
H 0.20355 4.56470 0.18555 0.00 -0.01 0.00 0.00
C -4.47238 0.34570 -1.00687 0.01 -0.01 -0.01 0.00
C 4.57218 0.40163 -3.74788 0.00 0.02 -0.01 0.00
C -1.36312 -2.63205 3.53705 -0.08 -0.11 -0.06 0.00
H 3.61029 -1.28497 -4.61714 -0.03 0.01 -0.02 0.00
H 2.04015 4.37749 1.79289 0.01 0.02 0.01 0.00
C -2.25820 3.61580 -1.15383 -0.01 -0.01 0.02 0.00
H -5.46237 -0.51603 -3.49876 0.00 0.00 0.00 0.00
C -0.95815 -2.54945 -0.94797 0.10 0.00 -0.02 0.03
H 0.15795 -4.13878 -1.66376 -0.03 -0.02 0.01 0.00
C -2.32387 -2.58777 -1.15794 -0.02 0.08 -0.06 0.00
C -0.22813 -4.24539 7.72693 0.00 -0.01 0.01 0.00
H 1.78128 -2.35907 -0.98076 0.01 -0.04 -0.05 -0.01
C -4.09864 -0.86082 -1.86870 0.05 0.04 0.01 0.01
H 4.84289 -2.04774 -2.61527 -0.01 0.01 -0.07 0.00
C 0.02291 -3.65316 -0.69033 0.01 0.03 -0.07 -0.01
N 0.62625 1.43412 -0.61949 -0.01 -0.03 0.08 -0.05
O 0.60631 -0.83793 1.22522 -0.33 0.09 0.25 0.02
H -4.11243 3.97568 -0.08759 0.01 0.01 0.01 0.00
H -1.71366 -2.00000 4.35300 0.02 0.00 0.00 0.00
H -1.99183 1.31802 -2.85908 -0.05 -0.13 0.03 0.00
H 2.14871 -3.90348 -0.38589 0.05 0.03 0.04 0.00
N 3.26193 -0.07997 1.70544 -0.04 -0.18 -0.01 0.00
H 2.73597 2.08835 1.20437 0.02 0.09 -0.08 0.00
H -0.14318 -3.79168 8.70537 0.00 0.00 0.00 0.00
H -3.86344 1.20645 -1.28552 -0.03 0.01 0.00 0.00
C 3.49735 2.51970 -0.75577 -0.04 0.00 0.00 -0.02
O 2.91673 2.14691 6.11960 -0.06 0.07 -0.07 0.00
O 3.03773 -0.36029 0.50209 0.11 0.28 -0.32 0.01
H -1.49110 5.09760 -2.56551 -0.01 -0.02 0.01 0.00
C 1.59910 0.53610 -4.80171 0.03 -0.05 -0.08 0.00
H -3.93927 0.34909 -3.65354 0.01 0.01 -0.03 0.00
S 0.32398 -3.14704 3.88929 0.08 0.13 0.10 0.00
O -2.41238 0.70497 3.40698 0.06 0.08 -0.05 0.00
O -1.80798 0.27422 1.38546 0.02 0.15 0.04 0.00
C 0.13083 3.55204 -0.16859 0.04 0.10 -0.01 0.00
H -2.75759 3.02159 -1.92211 0.01 0.02 0.01 0.00
H -2.30552 1.50881 -6.59790 -0.01 0.01 0.01 0.00
C -0.62539 -5.57024 7.60683 0.01 0.01 0.01 0.00
C 2.17406 0.29810 2.56439 -0.15 0.10 0.13 0.00
O 4.38174 -0.08464 2.12798 0.07 -0.04 0.05 0.00
H 1.40858 -2.78536 0.77011 0.00 -0.11 0.01 0.00
H -1.62372 5.67607 -0.90381 -0.02 0.00 0.00 0.00
H -3.07543 5.47968 -1.87835 0.00 -0.01 0.00 0.00
H -4.31415 0.15072 0.05370 0.00 -0.01 0.00 0.00
H 4.55807 1.00687 -2.84086 0.01 -0.03 -0.02 0.00
C -0.16229 0.59835 2.96545 -0.02 0.12 0.07 0.00
H 2.54057 4.94312 0.19214 0.01 -0.01 0.01 0.00
C -0.04396 -4.10176 5.35266 -0.02 -0.03 0.04 0.00
H -4.00444 -1.38659 -3.98916 -0.01 0.00 0.01 0.00
H 3.50822 1.08355 4.06348 0.02 -0.01 -0.01 0.00
H 3.73790 4.30505 1.31556 0.00 -0.02 0.00 0.00
H 3.15933 -2.55118 -2.59641 -0.03 -0.01 0.10 0.00
H 5.57070 -0.02233 -3.85659 -0.01 -0.01 0.00 0.00
C 1.38917 -3.13126 -0.25853 -0.03 0.05 -0.04 0.03
H -1.44828 -5.11854 -0.05008 0.00 0.00 0.00 0.00
C 0.84600 0.00932 2.17219 0.12 -0.18 -0.13 0.00
C -0.93042 2.98898 -0.85116 -0.06 -0.02 -0.03 0.00
H -2.65465 1.21876 -4.90413 -0.04 -0.03 0.04 0.00
H 3.33858 3.24338 -1.55832 0.00 0.00 0.00 0.00
H 0.39957 -2.47178 6.66111 -0.01 -0.01 -0.01 0.00
C -0.72045 -6.16458 6.35501 0.01 0.00 0.00 0.00
O 0.80403 2.39680 6.48704 0.07 0.04 -0.10 0.00
H -3.21342 2.57660 0.51691 0.01 0.00 0.00 0.00
H -0.67343 1.63678 4.75873 -0.01 0.01 0.02 0.00
C 0.12330 1.23906 4.14758 -0.01 0.03 -0.08 0.00
H -5.51925 0.60608 -1.16697 0.01 0.00 0.02 0.00
H -1.35685 -2.09580 2.58723 0.01 0.00 0.01 0.00
H -1.41040 3.74587 -5.42130 0.02 -0.01 -0.01 0.00
H -4.71328 -1.70976 -1.56025 -0.02 0.01 0.01 0.00
C 0.32662 0.92607 -4.44791 -0.03 -0.03 0.07 0.01
C -2.09808 5.04880 -1.66088 0.03 0.01 0.00 0.00
H -1.79288 -0.00388 -5.84660 0.01 0.03 0.00 0.00
C 2.71560 4.18539 0.95806 -0.05 -0.01 0.00 0.00
C 2.48446 0.92780 3.75657 0.02 0.03 -0.03 0.00
C 1.44591 1.37234 4.53742 -0.03 0.06 0.02 0.00
H 3.74024 -1.19535 -1.57398 -0.04 -0.04 0.04 -0.01
C 2.52165 2.78018 0.39308 0.04 -0.09 0.08 0.01
H -0.47003 -5.88936 4.23585 0.00 0.00 0.02 0.00
H 4.52825 2.60606 -0.41013 0.00 0.02 0.00 0.00
C -2.69246 -1.30822 -1.58498 -0.16 -0.16 0.06 0.04
```
Forces are in eV/Å.

Summary:
- Total charge: +1
- HOMO-LUMO gap (spin up / spin down): 7.17 / 6.51 eV
- Energy above the lowest of the compared OMol25 structures with the same formula, charge and spin: 0.000 eV
- LUMO level (spin up / spin down): -4.0 / -4.6 eV
- E_HOMO (spin up / spin down): -0.40905 / -0.40900 Ha
- 2S+1: 2

no.,electronic energy (Ha)
1,-308.38096
2,-3170.09993